Entry 1:
The following is a quantum chemistry calculation of a molecular structure, C16H19Cl2NNiS2, from the OMol25 dataset.

Geometry as XYZ:
```
41
Properties=species:S:1:pos:R:3
Ni -0.62709 -0.74051 -0.55409
C -2.98978 -1.96048 -0.31777
C -2.99816 -1.65807 -1.67810
C -1.92225 -2.03828 -2.48839
C -0.83361 -2.72547 -1.93999
C -0.83472 -3.06152 -0.57587
C -1.92089 -2.67793 0.23274
H -3.83603 -1.70449 0.30363
H -3.85141 -1.15719 -2.11228
H -1.95262 -1.84346 -3.55190
H -0.03329 -3.07503 -2.58090
H -0.05927 -3.70637 -0.17966
H -1.98148 -3.01158 1.26066
Cl 0.11405 2.61159 -3.90406
C -0.90961 1.20715 -3.52959
Cl -1.19218 1.07999 -1.78010
H -0.40990 0.30534 -3.87793
H -1.87891 1.34088 -4.00809
C 2.91038 -1.06336 0.12922
S 1.77580 -0.59122 -1.19639
C 2.09679 1.18453 -1.27078
H 2.81365 -0.39127 0.97546
H 3.92451 -1.00833 -0.26362
H 2.69285 -2.08421 0.42395
H 3.16948 1.34693 -1.21953
H 1.59945 1.69739 -0.44793
H 1.72113 1.55856 -2.22014
S 0.96624 -0.65530 3.71804
C 0.27642 -1.15042 2.23684
N -0.11686 -0.20433 1.41716
C 0.11179 1.04138 1.96625
C -0.20539 2.28285 1.40766
C 0.10300 3.43182 2.11414
C 0.72323 3.36967 3.36113
C 1.05194 2.15245 3.93383
C 0.72747 0.99622 3.23456
H 0.18117 -2.19783 2.01745
H -0.72183 2.32989 0.46175
H -0.14774 4.39671 1.70168
H 0.93215 4.27898 3.90054
H 1.53149 2.09431 4.90041
```

Its multiplicity is 3. Its HOMO energy (alpha / beta) is -14.894 / -14.893 eV. The calculation puts the electronic energy at -3900.35565 hartree. The energy relative to the best compared isomer or geometry (same formula, charge and spin) is 0.507 eV. Its molar mass is 419.1 g mol⁻¹. Its total charge is +2. The value obtained for the HOMO-LUMO gap (alpha / beta) is 0.315 / 0.246 hartree. Its strongest force on any atom is 1.533 eV Å⁻¹.

Entry 2:
The following is a quantum chemistry calculation of a molecular structure, C24H26MoN3, from the OMol25 dataset.

Geometry as XYZ:
```
54
Properties=species:S:1:pos:R:3
C -4.56027 2.71018 -2.19341
C -4.38086 2.04477 -3.48709
C -5.57302 2.21514 -1.26084
C -3.95083 4.02362 -1.96842
H -6.56906 2.62427 -1.51484
H -5.36534 2.51528 -0.22177
H -5.66612 1.11822 -1.29108
H -5.10934 2.42459 -4.22759
H -4.53714 0.95741 -3.42103
H -3.38004 2.22408 -3.90878
H -4.59761 4.82623 -2.37082
H -2.97909 4.12114 -2.47580
H -3.80671 4.24114 -0.89941
C -0.79369 -2.12523 -0.07698
C -2.03703 -1.57882 0.39582
C -2.69401 -0.98276 -0.74251
H -2.46415 -1.77248 1.36772
C -1.81363 -1.10412 -1.87814
C -0.62708 -1.77138 -1.45119
H 0.23113 -2.02925 -2.05159
H -0.14637 -2.75052 0.51122
H -3.73708 -0.71075 -0.76554
H -2.06023 -0.86763 -2.89956
C 0.34762 2.27050 0.92055
C 0.03633 1.33081 1.95259
C -1.40117 1.15956 1.98151
H 0.72395 0.95058 2.69217
C -1.96869 2.08270 1.03633
C -0.87939 2.76481 0.37938
H -0.97552 3.60790 -0.28611
H 1.34890 2.59657 0.68218
H -1.92571 0.57683 2.71935
H -3.01375 2.34568 0.99212
Mo -0.84378 0.33396 -0.01551
N 9.07892 -4.07932 1.16819
C 8.01370 -3.56914 1.22698
C 6.71453 -2.97242 1.26659
C 6.53964 -1.63563 0.83310
C 5.23844 -1.11446 0.75705
C 4.17028 -1.90593 1.12723
C 4.32925 -3.17955 1.65989
C 5.61527 -3.74170 1.70374
N 2.86381 -1.37982 1.02360
C 1.96159 -1.37013 2.06805
C 0.81239 -0.83335 1.60653
N 1.04085 -0.48888 0.25487
C 2.28211 -0.80735 -0.05677
H 7.41391 -1.03128 0.54009
H 5.06387 -0.08613 0.43640
H 3.46418 -3.75358 1.97118
H 5.76795 -4.77260 2.05594
H 2.20869 -1.69788 3.07290
H -0.14586 -1.04359 2.09308
H 2.73525 -0.91032 -1.03160
```

Its multiplicity is 3. Its HOMO energy (alpha / beta) is -9.018 / -10.451 eV. The calculation puts the electronic energy at -1162.18990 hartree. Its molar mass is 452.4 g mol⁻¹. Its total charge is +1. The value obtained for the HOMO-LUMO gap (alpha / beta) is 0.216 / 0.255 hartree. Its strongest force on any atom is 4.080 eV Å⁻¹.

Entry 3:
The following is a quantum chemistry calculation of a single C5H6BNO molecule, from the OMol25 dataset.

Geometry as XYZ:
```
14
Properties=species:S:1:pos:R:3
O 2.82665 -0.49530 0.12382
B 1.94928 0.21051 -0.63021
C 0.42459 0.13420 -0.25036
C -0.30975 -1.01179 -0.38443
C -1.62362 -1.10448 -0.02300
N -2.28003 -0.07581 0.49833
C -1.57873 1.03945 0.60585
C -0.27044 1.21234 0.26513
H 2.33427 -0.88687 0.85503
H 2.38140 0.85620 -1.52873
H 0.17179 -1.89693 -0.78377
H -2.13460 -2.04825 -0.14785
H -2.10460 1.90153 1.00569
H 0.21379 2.16520 0.39450
```

Its HOMO energy is -9.939 eV. The calculation puts the electronic energy at -349.00955 hartree. Its SMILES is OBc1ccncc1. Its molar mass is 106.9 g mol⁻¹. The value obtained for the HOMO-LUMO gap is 0.384 hartree. Its strongest force on any atom is 1.954 eV Å⁻¹.

Entry 4:
The following is a quantum chemistry calculation of a gas-phase ion, NO7S2 (charge -1), from the OMol25 dataset.

Geometry as XYZ:
```
10
Properties=species:S:1:pos:R:3
N 2.12412 -0.59206 0.41434
O -2.56366 0.42424 1.08758
O 1.68000 -1.18599 1.40975
O 3.31879 -0.41677 0.28915
O 1.07861 1.80646 -0.12347
O -0.13249 -0.31574 -0.10393
O -2.28358 -1.24803 -0.87220
O -2.04409 1.01055 -1.21551
S 0.94572 0.51682 -0.71773
S -2.12343 0.00051 -0.16798
```

Its HOMO energy is -6.113 eV. The calculation puts the electronic energy at -1377.76647 hartree. The energy relative to the best compared isomer or geometry (same formula, charge and spin) is 1.163 eV. Its molar mass is 190.1 g mol⁻¹. Its total charge is -1. The value obtained for the HOMO-LUMO gap is 0.352 hartree. Its strongest force on any atom is 7.431 eV Å⁻¹.